{"formula": "C49H47N2O4P2SSiTi", "method": "ωB97M-V with the def2-TZVPD basis set", "symbols": ["Ti", "N", "C", "C", "O", "N", "C", "C", "O", "O", "H", "H", "H", "H", "H", "H", "C", "Si", "C", "C", "C", "C", "C", "C", "P", "C", "C", "C", "C", "C", "C", "C", "C", "C", "C", "C", "C", "C", "C", "C", "C", "C", "C", "P", "C", "C", "C", "C", "C", "C", "C", "C", "C", "C", "C", "C", "H", "H", "H", "H", "H", "H", "H", "H", "H", "H", "H", "H", "H", "H", "H", "H", "H", "H", "H", "H", "H", "H", "H", "H", "H", "H", "H", "H", "H", "H", "H", "C", "C", "C", "C", "C", "C", "C", "S", "C", "O", "H", "H", "H", "H", "H", "H", "H", "H", "H", "H"], "xyz": [[-0.2190, 0.2284, -0.3269], [-1.4337, 1.5882, -1.7376], [-0.5776, 1.9489, -2.8909], [0.9031, 1.8499, -2.5033], [1.7479, 2.5057, -3.0793], [1.0977, 0.9844, -1.4869], [2.4238, 0.9356, -0.8796], [2.2278, 0.6473, 0.6157], [2.9917, 1.0453, 1.4558], [1.1449, -0.0777, 0.8558], [-2.3506, 1.3147, -2.0715], [-1.5709, 2.4085, -1.1621], [-0.7583, 2.9581, -3.2608], [-0.7671, 1.2532, -3.7089], [2.9603, 1.8698, -1.0256], [3.0278, 0.1443, -1.3409], [-3.2347, -0.7875, -2.5836], [-2.1906, -1.2959, -1.0470], [-1.6626, -3.0649, -1.5552], [-2.5652, -4.0609, -1.9367], [-2.1296, -5.2598, -2.4732], [-0.7711, -5.4886, -2.6630], [0.1424, -4.5250, -2.2818], [-0.3008, -3.3277, -1.7165], [0.9066, -2.0592, -1.2036], [2.0448, -2.9763, -0.1100], [3.2711, -2.4071, 0.2390], [4.1291, -3.0571, 1.1096], [3.7730, -4.2858, 1.6469], [2.5529, -4.8526, 1.3150], [1.6841, -4.1984, 0.4541], [1.8221, -1.8614, -2.7737], [1.1481, -1.1718, -3.7830], [1.7411, -0.9742, -5.0163], [3.0153, -1.4720, -5.2557], [3.6773, -2.1832, -4.2677], [3.0875, -2.3779, -3.0256], [-3.5052, -1.4480, 0.3329], [-4.6994, -2.1554, 0.1679], [-5.6033, -2.2982, 1.2049], [-5.3346, -1.7291, 2.4443], [-4.1771, -0.9950, 2.6222], [-3.2739, -0.8399, 1.5689], [-1.7126, 0.0900, 1.8338], [-1.0123, -1.0413, 3.0951], [-0.3979, -2.1986, 2.6210], [0.0022, -3.1878, 3.5023], [-0.1903, -3.0250, 4.8662], [-0.7939, -1.8744, 5.3448], [-1.2126, -0.8889, 4.4635], [-2.2661, 1.5450, 2.7834], [-3.5013, 2.1389, 2.5286], [-3.8991, 3.2579, 3.2449], [-3.0713, 3.7891, 4.2244], [-1.8288, 3.2183, 4.4631], [-1.4159, 2.1160, 3.7298], [-3.7791, -1.6586, -2.9502], [-2.6161, -0.4365, -3.4159], [-3.9749, -0.0175, -2.3478], [-3.6305, -3.9049, -1.8196], [-2.8500, -6.0148, -2.7609], [-0.4298, -6.4120, -3.1125], [1.2026, -4.6995, -2.4245], [3.5714, -1.4528, -0.1731], [5.0746, -2.6008, 1.3709], [4.4440, -4.7978, 2.3239], [2.2700, -5.8097, 1.7354], [0.7296, -4.6498, 0.2175], [0.1429, -0.8130, -3.5896], [1.2171, -0.4335, -5.7941], [3.4908, -1.3074, -6.2134], [4.6600, -2.5913, -4.4656], [3.6170, -2.9336, -2.2628], [-4.9320, -2.5960, -0.7943], [-6.5179, -2.8568, 1.0522], [-6.0282, -1.8492, 3.2662], [-3.9741, -0.5390, 3.5831], [-0.2454, -2.3294, 1.5554], [0.4682, -4.0863, 3.1265], [0.1235, -3.7986, 5.5546], [-0.9470, -1.7435, 6.4081], [-1.7010, -0.0066, 4.8531], [-4.1618, 1.7137, 1.7834], [-4.8623, 3.7088, 3.0445], [-3.3920, 4.6467, 4.8012], [-1.1757, 3.6376, 5.2183], [-0.4354, 1.6844, 3.8950], [4.6695, 6.1728, -2.0957], [3.4413, 5.5944, -1.4581], [3.5412, 4.7623, -0.3438], [2.4163, 4.2217, 0.2534], [1.1695, 4.5158, -0.2766], [1.0427, 5.3417, -1.3850], [2.1757, 5.8761, -1.9678], [-0.3297, 3.8591, 0.4345], [-0.1555, 4.5748, 2.0760], [-0.1661, 2.3634, 0.6394], [5.5422, 6.0425, -1.4586], [4.5412, 7.2369, -2.2939], [4.8721, 5.6834, -3.0503], [4.5148, 4.5256, 0.0677], [2.5198, 3.5634, 1.1094], [0.0599, 5.5703, -1.7825], [2.0772, 6.5100, -2.8402], [0.7662, 4.2112, 2.5256], [-1.0204, 4.2749, 2.6610], [-0.1313, 5.6567, 1.9533]], "charge": 1}

{"formula": "C49H48N4O4P3PdS2Te", "method": "ωB97M-V with the def2-TZVPD basis set", "symbols": ["Pd", "S", "C", "C", "C", "C", "N", "C", "C", "C", "S", "C", "N", "H", "H", "C", "C", "P", "C", "C", "C", "C", "C", "C", "C", "C", "C", "C", "C", "C", "P", "C", "C", "C", "C", "C", "C", "C", "C", "C", "C", "C", "C", "H", "H", "H", "H", "H", "H", "H", "H", "H", "H", "H", "H", "H", "H", "H", "H", "H", "H", "H", "H", "H", "H", "H", "H", "C", "N", "N", "C", "O", "C", "C", "C", "C", "C", "C", "C", "C", "C", "H", "H", "H", "H", "H", "H", "H", "H", "H", "H", "H", "H", "C", "C", "O", "P", "O", "Te", "O", "C", "C", "H", "H", "H", "H", "H", "H", "H", "H", "H", "H"], "xyz": [[-0.5468, 0.3043, -0.1684], [0.7878, -1.5667, 1.0815], [2.2255, -1.2302, 1.9856], [3.2489, -2.1852, 1.8505], [4.4670, -2.0538, 2.4862], [5.4737, -3.0528, 2.3199], [6.2771, -3.8633, 2.1865], [4.7096, -0.9347, 3.3126], [3.7047, -0.0119, 3.5009], [2.4535, -0.1306, 2.8713], [1.2851, 1.0485, 3.2606], [5.9658, -0.7399, 3.9619], [6.9635, -0.5169, 4.4881], [3.0681, -3.0374, 1.2096], [3.8580, 0.8269, 4.1668], [-3.0706, -0.8965, 1.8614], [-3.6153, -1.1010, 0.4580], [-2.2800, -1.4887, -0.7571], [-1.6269, -3.1217, -0.2879], [-0.4401, -3.5177, -0.9058], [0.0631, -4.7897, -0.6887], [-0.6146, -5.6721, 0.1395], [-1.7877, -5.2757, 0.7648], [-2.2954, -4.0029, 0.5558], [-3.2885, -1.9775, -2.2083], [-2.7876, -2.9144, -3.1121], [-3.5874, -3.3948, -4.1357], [-4.8953, -2.9518, -4.2690], [-5.3797, -1.9783, -3.4097], [-4.5752, -1.4718, -2.4003], [-1.7405, 0.3780, 1.9412], [-1.3592, 0.2299, 3.7192], [-0.8706, -0.9815, 4.2136], [-0.5606, -1.1065, 5.5571], [-0.7364, -0.0324, 6.4186], [-1.2286, 1.1690, 5.9326], [-1.5332, 1.3073, 4.5878], [-2.5135, 2.0259, 1.8354], [-3.8266, 2.3235, 2.1825], [-4.2870, 3.6309, 2.0959], [-3.4361, 4.6477, 1.6920], [-2.1200, 4.3598, 1.3519], [-1.6651, 3.0527, 1.4065], [-2.6148, -1.8159, 2.2337], [-3.8639, -0.6104, 2.5555], [-4.0986, -0.1777, 0.1262], [-4.3498, -1.9079, 0.4232], [0.0960, -2.8125, -1.5308], [0.9810, -5.0983, -1.1714], [-0.2286, -6.6695, 0.3016], [-2.3198, -5.9613, 1.4108], [-3.2144, -3.7118, 1.0484], [-1.7761, -3.2820, -3.0106], [-3.1845, -4.1287, -4.8212], [-5.5301, -3.3634, -5.0417], [-6.3914, -1.6105, -3.5176], [-4.9637, -0.6815, -1.7724], [-0.7123, -1.8174, 3.5422], [-0.1807, -2.0472, 5.9329], [-0.4922, -0.1320, 7.4676], [-1.3771, 2.0096, 6.5972], [-1.9004, 2.2515, 4.2110], [-4.4942, 1.5437, 2.5289], [-5.3159, 3.8522, 2.3470], [-3.7958, 5.6671, 1.6493], [-1.4512, 5.1522, 1.0411], [-0.6447, 2.8112, 1.1250], [6.0091, 2.0146, 0.9008], [4.6213, 2.4035, 0.7568], [3.7234, 1.6492, 0.0270], [2.4344, 2.1201, 0.2769], [1.4381, 1.5967, -0.2377], [2.5986, 3.1929, 1.2061], [3.9395, 3.3007, 1.4932], [4.6415, 4.1889, 2.4545], [4.1031, 1.0399, -1.2007], [4.9179, 1.7347, -2.0910], [5.2184, 1.1722, -3.3200], [4.7009, -0.0714, -3.6566], [3.8918, -0.7555, -2.7621], [3.5874, -0.2050, -1.5254], [6.1938, 1.1339, 0.2929], [6.2344, 1.7741, 1.9419], [6.6773, 2.8134, 0.5777], [1.8089, 3.8158, 1.5845], [3.9278, 4.8514, 2.9361], [5.3966, 4.7895, 1.9456], [5.1463, 3.6019, 3.2250], [5.2970, 2.7141, -1.8258], [5.8422, 1.7143, -4.0179], [4.9279, -0.5043, -4.6217], [3.4906, -1.7255, -3.0232], [2.9466, -0.7230, -0.8231], [-2.4362, -0.2196, -5.2694], [-0.9341, -0.3798, -5.1211], [-0.3486, 0.7431, -4.4346], [-0.2281, 0.8374, -2.8486], [0.3577, -0.4183, -2.2934], [-2.2784, 1.6220, -1.8036], [0.5968, 2.1723, -2.7211], [1.6728, 2.5515, -3.6053], [1.1892, 3.5383, -4.6484], [-2.8203, -0.9527, -5.9773], [-2.6650, 0.7835, -5.6301], [-2.9430, -0.3625, -4.3152], [-0.4530, -0.3884, -6.0984], [-0.6817, -1.3045, -4.5966], [2.1022, 1.6622, -4.0673], [2.4218, 3.0117, -2.9629], [0.5106, 3.0580, -5.3508], [2.0420, 3.9430, -5.1928], [0.6637, 4.3610, -4.1631]], "multiplicity": 5, "charge": 1}

{"formula": "C49H50Cl4LaN8O4SSb", "method": "ωB97M-V with the def2-TZVPD basis set", "symbols": ["La", "O", "C", "N", "C", "C", "C", "C", "C", "C", "N", "C", "C", "C", "C", "C", "N", "H", "H", "H", "H", "H", "H", "H", "H", "H", "H", "Cl", "C", "C", "Cl", "C", "Cl", "C", "O", "C", "O", "C", "Cl", "C", "N", "C", "C", "C", "N", "C", "C", "O", "H", "H", "H", "H", "H", "H", "H", "H", "H", "H", "H", "H", "C", "C", "N", "C", "N", "C", "C", "C", "N", "C", "H", "H", "H", "H", "H", "H", "H", "H", "H", "H", "H", "H", "H", "S", "Sb", "C", "C", "C", "C", "C", "C", "C", "C", "C", "C", "C", "C", "C", "C", "C", "C", "C", "C", "H", "H", "H", "H", "H", "H", "H", "H", "H", "H", "H", "H", "H", "H", "H"], "xyz": [[0.2802, -0.0448, -0.1338], [2.1556, -0.9545, -4.2651], [1.9961, -0.6352, -3.0803], [1.2246, -1.2167, -2.1672], [0.3198, -2.2099, -2.7113], [-1.0004, -1.5783, -3.1117], [-1.7558, -2.0803, -4.1666], [-2.9589, -1.4788, -4.4831], [-3.3813, -0.3868, -3.7399], [-2.5698, 0.0507, -2.7099], [-1.4111, -0.5252, -2.4021], [2.7628, 0.5821, -2.5741], [3.8503, 1.0586, -3.2968], [4.4849, 2.2066, -2.8596], [4.0069, 2.8577, -1.7319], [2.9085, 2.3231, -1.0734], [2.3084, 1.2072, -1.4878], [0.1038, -2.9764, -1.9558], [0.7318, -2.7030, -3.5982], [-1.3834, -2.9242, -4.7299], [-3.5561, -1.8512, -5.3041], [-4.3146, 0.1160, -3.9484], [-2.8581, 0.8902, -2.0881], [4.1514, 0.5219, -4.1837], [5.3403, 2.5980, -3.3960], [4.4688, 3.7627, -1.3625], [2.4919, 2.7675, -0.1765], [-2.0936, 2.8300, 5.9488], [-1.0819, 2.4304, 4.6040], [0.1062, 3.1030, 4.3998], [0.6082, 4.3521, 5.4839], [0.9055, 2.7659, 3.3006], [2.3998, 3.5964, 3.0139], [0.5416, 1.7698, 2.4017], [1.2866, 1.4598, 1.3607], [-0.6974, 1.0729, 2.6064], [-1.0621, 0.1641, 1.7420], [-1.4707, 1.4251, 3.7121], [-2.9837, 0.6050, 3.9270], [-2.4441, 3.3244, 0.7779], [-2.2157, 3.7915, -0.5780], [-2.7296, 5.1050, -0.9156], [-2.8680, 5.2390, -2.4187], [-1.5388, 4.9090, -3.0683], [-1.0534, 3.6234, -2.6036], [-0.0822, 2.9550, -3.4465], [-1.3233, 3.1360, -1.3625], [-0.7831, 2.0936, -0.9580], [-3.4983, 3.4605, 1.0220], [-1.8385, 3.8806, 1.4995], [-2.1978, 2.2689, 0.8577], [-2.0685, 5.8872, -0.5186], [-3.6958, 5.2219, -0.4203], [-3.1712, 6.2532, -2.6806], [-3.6369, 4.5535, -2.7805], [-0.8007, 5.6931, -2.8537], [-1.6388, 4.8534, -4.1547], [-0.4835, 2.8650, -4.4576], [0.1190, 1.9621, -3.0576], [0.8569, 3.5156, -3.4882], [5.5957, -0.8816, 2.2085], [4.9690, -0.2825, 0.9600], [3.5342, -0.4514, 1.0168], [2.9551, -1.5881, 1.4954], [1.6640, -1.7012, 1.3978], [1.0543, -2.8453, 2.0405], [1.8952, -4.0909, 1.7921], [3.2674, -3.8546, 2.3881], [3.7725, -2.5362, 2.0391], [5.1904, -2.3425, 2.2874], [5.2347, -0.3370, 3.0829], [6.6837, -0.8107, 2.1884], [5.3776, -0.7583, 0.0604], [5.1733, 0.7841, 0.8810], [2.9542, 0.3804, 1.0812], [0.0471, -2.9597, 1.6386], [0.9358, -2.6766, 3.1189], [1.9730, -4.2519, 0.7133], [1.4545, -4.9815, 2.2404], [3.9908, -4.6004, 2.0391], [3.2191, -3.9381, 3.4830], [5.7651, -2.9312, 1.5584], [5.4183, -2.7521, 3.2777], [-2.3907, -2.2820, -0.0757], [-2.9699, -4.0060, 1.2297], [-2.5482, -5.9106, 0.4488], [-1.2308, -6.2550, 0.1645], [-0.9412, -7.4809, -0.4113], [-1.9688, -8.3610, -0.7176], [-3.2835, -8.0180, -0.4442], [-3.5741, -6.7922, 0.1400], [-5.0486, -4.0686, 1.5422], [-5.5708, -4.3147, 2.8060], [-6.9453, -4.3339, 2.9999], [-7.7970, -4.1105, 1.9302], [-7.2783, -3.8609, 0.6672], [-5.9068, -3.8329, 0.4747], [-2.1580, -3.9866, 3.1627], [-1.6133, -5.1314, 3.7324], [-1.1102, -5.0861, 5.0262], [-1.1546, -3.8999, 5.7429], [-1.6963, -2.7560, 5.1703], [-2.1945, -2.7966, 3.8788], [-0.4195, -5.5672, 0.3813], [0.0832, -7.7494, -0.6302], [-1.7443, -9.3162, -1.1742], [-4.0863, -8.7017, -0.6846], [-4.6028, -6.5310, 0.3579], [-4.9087, -4.4879, 3.6472], [-7.3493, -4.5185, 3.9869], [-8.8690, -4.1223, 2.0795], [-7.9438, -3.6784, -0.1653], [-5.5055, -3.6069, -0.5064], [-1.5849, -6.0629, 3.1773], [-0.6870, -5.9757, 5.4729], [-0.7628, -3.8632, 6.7510], [-1.7192, -1.8264, 5.7228], [-2.5747, -1.8880, 3.4268]]}

{"formula": "C49H51AsN8O3SSeY", "method": "ωB97M-V with the def2-TZVPD basis set", "symbols": ["Y", "C", "C", "C", "C", "N", "C", "N", "C", "N", "C", "N", "C", "C", "C", "C", "C", "N", "C", "C", "C", "C", "C", "C", "H", "H", "H", "H", "H", "H", "H", "H", "H", "H", "H", "H", "O", "S", "O", "N", "C", "O", "C", "C", "C", "C", "C", "C", "H", "H", "H", "H", "C", "C", "C", "C", "N", "C", "Se", "N", "C", "C", "C", "C", "C", "C", "C", "C", "C", "C", "H", "H", "H", "H", "H", "H", "H", "H", "H", "H", "H", "H", "H", "H", "H", "H", "H", "H", "H", "H", "H", "H", "C", "As", "C", "C", "C", "C", "C", "C", "C", "C", "H", "H", "H", "H", "H", "H", "H", "H", "H", "H", "H", "H", "H"], "xyz": [[-1.0614, -0.6291, 1.6441], [-5.1868, 0.9267, 2.2509], [-5.8342, 0.3527, 1.1561], [-5.3117, -0.7812, 0.5910], [-4.1269, -1.3254, 1.0998], [-3.4292, -0.6923, 2.0637], [-3.9853, 0.3944, 2.6482], [-3.8059, -2.6092, 0.6521], [-2.7085, -3.2449, 0.8642], [-1.4909, -2.7777, 1.3435], [-0.5874, -3.8173, 1.4276], [0.6441, -3.8178, 1.8127], [1.3374, -2.7729, 2.4155], [2.7161, -2.9994, 2.5607], [3.4975, -2.0888, 3.2229], [2.9028, -0.9449, 3.7602], [1.5536, -0.7753, 3.5707], [0.7687, -1.6531, 2.9030], [-1.2667, -5.0452, 0.9488], [-0.8119, -6.3464, 0.8342], [-1.7123, -7.2888, 0.3552], [-3.0176, -6.9337, 0.0074], [-3.4650, -5.6245, 0.1298], [-2.5586, -4.6947, 0.6046], [-5.6042, 1.7726, 2.7751], [-6.7492, 0.7752, 0.7701], [-5.7855, -1.2763, -0.2409], [-3.4386, 0.8104, 3.4915], [3.1176, -3.9119, 2.1515], [4.5570, -2.2657, 3.3426], [3.4707, -0.2037, 4.2990], [1.0457, 0.0955, 3.9865], [0.1975, -6.6107, 1.1087], [-1.4029, -8.3181, 0.2517], [-3.6884, -7.6945, -0.3602], [-4.4714, -5.3370, -0.1309], [-5.4593, 0.2365, -2.4228], [-4.1193, 0.5905, -2.7953], [-3.9002, 1.5103, -3.8697], [-3.2981, 1.0736, -1.4554], [-2.3470, 0.2464, -1.1645], [-1.5915, 0.3929, -0.1391], [-2.2075, -0.9326, -2.0684], [-1.3373, -2.0014, -2.0067], [-1.4976, -3.0283, -2.9293], [-2.4822, -2.9646, -3.9100], [-3.3379, -1.8709, -3.9924], [-3.1765, -0.8785, -3.0507], [-0.5531, -2.0397, -1.2586], [-0.8537, -3.8961, -2.8827], [-2.5863, -3.7764, -4.6136], [-4.0963, -1.8044, -4.7566], [5.9025, -1.9709, -3.0657], [4.6039, -1.6280, -2.3567], [3.4989, -2.6323, -2.6616], [2.1363, -2.2272, -2.1117], [1.7701, -0.8459, -2.4254], [1.5494, 0.1399, -1.5281], [1.5473, -0.0648, 0.3201], [1.4204, 1.3064, -2.1881], [1.0979, 2.6029, -1.5915], [2.1482, 3.6810, -1.8638], [3.5857, 3.2690, -1.5727], [3.8605, 3.0268, -0.0963], [1.5325, 1.0661, -3.5540], [1.4846, 1.9198, -4.6503], [1.6857, 1.3488, -5.8907], [1.8994, -0.0274, -6.0402], [1.9265, -0.8776, -4.9541], [1.7593, -0.2987, -3.7019], [6.6679, -1.2207, -2.8811], [5.7541, -2.0291, -4.1443], [6.2946, -2.9327, -2.7361], [4.2863, -0.6250, -2.6550], [4.7684, -1.5941, -1.2758], [3.7402, -3.5877, -2.1877], [3.4599, -2.8291, -3.7324], [2.1643, -2.2867, -1.0195], [1.3404, -2.8751, -2.4649], [0.9832, 2.4213, -0.5199], [0.1220, 2.9048, -1.9847], [1.8820, 4.5411, -1.2438], [2.0693, 4.0225, -2.8956], [4.2413, 4.0618, -1.9365], [3.8385, 2.3792, -2.1540], [3.5496, 3.8849, 0.5011], [4.9219, 2.8709, 0.0815], [3.3384, 2.1479, 0.2810], [1.2790, 2.9720, -4.5513], [1.6704, 1.9782, -6.7668], [2.0331, -0.4335, -7.0296], [2.0473, -1.9382, -5.0824], [0.9127, 2.9156, 2.7296], [-0.8543, 2.1064, 2.6708], [-1.7058, 3.2349, 1.3384], [-1.6758, 2.8153, 4.3199], [-1.1294, 4.1404, 4.7579], [-0.0626, 4.2050, 5.6502], [0.4535, 5.4260, 6.0520], [-0.0907, 6.6044, 5.5636], [-1.1575, 6.5524, 4.6806], [-1.6766, 5.3291, 4.2860], [0.8217, 3.9805, 2.5020], [1.5543, 2.4184, 1.9978], [1.3452, 2.8092, 3.7254], [-1.6323, 4.2758, 1.6622], [-2.7462, 2.9400, 1.2039], [-1.1924, 3.0891, 0.3883], [-1.5573, 2.0604, 5.1045], [-2.7445, 2.9002, 4.0920], [0.3589, 3.2887, 6.0486], [1.2755, 5.4579, 6.7522], [0.3050, 7.5579, 5.8810], [-1.5943, 7.4660, 4.3048], [-2.5325, 5.3016, 3.6227]], "charge": 1}

One value per record, in order, for energy above the lowest of the compared OMol25 structures with the same formula, charge and spin: 56.1, 39.3, 0.0, 135.3 kJ/mol.
One value per record, in order, for DFT total energy: -4525.69577, -4632.16918, -5147.29065, -7635.36608 Eh.